This record from the OMol25 dataset describes one molecule with the formula C3H4N2 in a non-equilibrium geometry. The level of theory is ωB97M-V/def2-TZVPD.

Structure (XYZ):
```
9
Properties=species:S:1:pos:R:3:forces:R:3
C 0.571 0.356 0.144 0.9546 1.2091 -0.8103
C 1.210 0.739 1.224 -0.5243 -0.2737 0.3063
N 0.253 0.256 -1.103 0.5479 0.6562 -0.3846
N -1.712 -1.198 -1.173 -0.4966 0.5956 -0.0825
C -0.847 -0.411 -0.713 0.5914 -1.8072 1.6974
H -1.698 -1.160 -2.196 0.0490 -0.0186 0.0309
H -0.712 -0.499 0.516 -1.1077 -0.1214 -0.5400
H 2.135 1.285 1.084 -0.0772 -0.0610 -0.1823
H 0.801 0.632 2.216 0.0630 -0.1790 -0.0348
```
Forces are in eV/Å.

Properties
LUMO level: -0.351 eV
ΔE to the lowest compared entry with this formula, charge and spin: 112.52 kcal/mol
maximum force: 2.5 eV Å⁻¹

This record from the OMol25 dataset describes CH2IOP as an isolated structure in a non-equilibrium geometry. The level of theory is ωB97M-V/def2-TZVPD.

Structure (XYZ):
```
6
Properties=species:S:1:pos:R:3:forces:R:3
C -0.333 0.478 0.183 0.8149 0.5032 1.6284
O 0.212 -2.137 -0.935 -0.5450 2.2887 3.2747
P -0.003 -1.269 0.669 -0.0258 -1.7821 -2.4941
I 1.676 1.235 -0.154 0.1078 0.3215 -0.2206
H -0.728 1.211 0.994 0.3203 -1.8204 -1.4924
H -0.824 0.483 -0.756 -0.6722 0.4892 -0.6960
```
Forces are in eV/Å.

Properties
LUMO level (alpha / beta): 0.092 / -2.380 eV
expectation value of S²: 2.01
ΔE to the lowest compared entry with this formula, charge and spin: 25.10 kcal/mol
maximum force: 4.0 eV Å⁻¹
multiplicity: 3

This record from the OMol25 dataset describes C18H39HgN2 as an isolated structure in a non-equilibrium geometry. The level of theory is ωB97M-V/def2-TZVPD.

Structure (XYZ):
```
60
Properties=species:S:1:pos:R:3:forces:R:3
C 7.515 -2.726 -0.379 -0.2541 -0.6827 1.0068
C 6.556 -2.142 0.670 0.2768 0.2376 -0.1075
C 6.800 -0.655 0.985 -0.2002 -0.2374 -0.1905
C 6.587 0.302 -0.200 -0.2449 -0.0102 0.2597
C 5.183 0.218 -0.855 0.4507 1.2209 -0.2823
C 4.293 1.442 -0.474 -0.1425 -1.2805 0.6757
C 2.818 1.007 -0.365 0.1048 0.8703 -0.8130
C 1.826 2.213 -0.385 0.3381 -0.5128 0.2894
C 1.181 2.490 0.991 -0.3806 0.0341 0.0177
C -0.273 3.000 0.924 0.4559 0.3911 -0.9049
C -1.189 2.067 0.084 -0.0570 0.4117 0.7080
C -2.517 1.664 0.778 0.1492 -0.7463 -0.8976
C -3.666 1.804 -0.251 0.3684 -0.0932 1.1746
C -5.039 1.328 0.308 1.3881 1.7110 -1.4200
N -5.676 0.462 -0.661 -0.4101 -0.5789 0.7308
N -6.908 0.559 -0.726 0.6397 -0.5417 2.2563
C -7.708 -0.710 -0.709 -0.9504 -0.3905 -0.6033
C -7.099 -1.857 0.140 -0.4691 -0.4017 -1.2068
C -6.644 -2.996 -0.807 0.3959 -0.2855 1.0149
C -5.936 -4.100 0.037 -0.1814 0.6413 -0.2487
H 7.250 -3.782 -0.526 0.1648 0.1596 -0.1419
H 7.467 -2.227 -1.352 0.1588 0.0702 0.1980
H 8.588 -2.727 0.033 -3.1796 -0.3828 -0.3133
H 6.671 -2.693 1.612 -0.0497 -0.0582 -0.2120
H 5.525 -2.307 0.332 0.1136 0.0776 0.1467
H 6.129 -0.371 1.809 0.0818 0.0355 -0.1577
H 7.822 -0.540 1.373 -0.1351 0.0293 -0.0814
H 6.698 1.320 0.199 0.1380 -0.1173 -0.2060
H 7.367 0.189 -0.962 -0.0558 -0.1767 0.1992
H 5.335 0.301 -1.939 -0.2027 -0.4165 0.1110
H 4.652 -0.714 -0.649 0.1690 0.0748 0.0494
H 4.612 1.796 0.516 -0.0272 0.2152 -0.2153
H 4.435 2.243 -1.205 -0.1044 -0.0295 0.1444
H 2.598 0.382 -1.242 0.0198 -0.0252 0.2230
H 2.684 0.386 0.527 -0.0047 0.0835 -0.1244
H 1.103 2.004 -1.180 -0.1729 0.1985 0.3050
H 2.371 3.111 -0.695 -0.1346 -0.1298 -0.0434
H 1.802 3.240 1.495 -0.1545 -0.2185 0.1668
H 1.179 1.583 1.611 0.1541 0.0905 -0.1564
H -0.673 3.217 1.920 0.0525 -0.2820 -0.0873
H -0.236 3.969 0.403 -0.1015 -0.0741 0.2242
H -0.622 1.170 -0.188 -0.2154 0.0344 0.0597
H -1.428 2.575 -0.859 0.0582 -0.1292 0.1137
H -2.444 0.594 1.020 -0.0970 0.2234 0.2705
H -2.708 2.205 1.711 -0.0057 0.1200 -0.2255
H -3.384 1.198 -1.117 -0.2098 0.2073 -0.0283
H -3.713 2.864 -0.518 -0.2462 -0.2501 -0.2998
H -4.895 0.725 1.218 -0.1718 -0.2748 -0.3475
H -5.623 2.229 0.559 -0.3771 -0.4213 0.0756
H -7.283 1.313 -0.133 -0.4559 0.1432 -0.3924
H -7.893 -1.047 -1.733 0.1381 0.1230 0.0902
H -8.681 -0.440 -0.287 0.2201 0.4216 -0.2382
H -7.927 -2.279 0.720 0.1919 0.2879 0.1802
H -6.317 -1.546 0.836 -0.0416 0.1164 -0.2014
H -7.540 -3.429 -1.263 0.1606 0.2233 -0.1801
H -5.995 -2.607 -1.598 -0.0548 -0.0579 0.1212
H -5.007 -4.421 -0.437 -0.1896 -0.1684 0.0824
H -5.688 -3.675 1.016 0.1206 -0.2563 -0.0830
H -6.602 -4.948 0.205 0.2180 0.0026 -0.0575
Hg 10.267 -2.230 -0.339 2.9504 0.7742 -0.4280
```
Forces are in eV/Å.

Properties
LUMO level: -5.988 eV
total charge: +1
maximum force: 3.2 eV Å⁻¹

This record from the OMol25 dataset describes a 8-piece molecular cluster, C4H25N2O8 overall in a non-equilibrium geometry. The level of theory is ωB97M-V/def2-TZVPD.

Structure (XYZ):
```
39
Properties=species:S:1:pos:R:3:forces:R:3
C 2.683 -0.449 -1.478 0.9783 -0.1226 0.0798
C 1.391 -0.185 -0.744 -0.2964 0.8050 0.7653
C 0.154 -0.869 -1.425 1.7299 1.2127 -0.9431
C -1.129 -0.116 -1.286 -2.7413 0.5189 0.9982
N -2.251 -0.608 -1.871 1.2050 -1.3783 -0.6053
O -1.298 0.918 -0.635 1.1755 0.5340 -0.5431
N 1.257 1.377 -0.601 -0.9677 -1.3785 -0.8892
H 3.574 -0.030 -0.997 -0.2632 -0.1719 0.7831
H 2.773 0.098 -2.414 -0.6344 -0.5872 -0.6491
H 2.885 -1.535 -1.548 -0.2419 0.6127 -0.3973
H 1.522 -0.446 0.311 -0.2940 -0.2947 -0.4106
H 0.454 -0.764 -2.494 -0.6026 -0.3881 0.2629
H 0.036 -1.953 -1.238 0.1375 0.8495 0.2499
H -2.243 -1.565 -2.191 -0.0517 0.1207 -0.3070
H -3.092 -0.070 -1.963 0.0576 0.1540 0.3705
H 0.569 1.832 -1.224 0.0961 -0.2598 -0.3811
H 2.158 1.807 -0.787 0.0413 0.1592 0.7459
H 0.817 1.501 0.318 0.7904 0.6493 0.5472
H -0.463 -4.199 -2.047 -0.4176 -0.4228 0.0830
H -1.847 -3.885 -1.318 0.1152 -0.6128 0.0439
O -1.071 -3.520 -1.744 0.0823 0.6660 -0.1761
H 3.063 -2.736 1.894 0.0737 -0.0776 0.0315
H 1.673 -2.421 1.290 0.2705 0.0016 0.2828
O 2.421 -2.031 1.772 -0.2286 -0.1132 -0.3930
H -1.622 -0.111 1.444 -0.0277 0.0120 0.1922
H -0.380 -0.742 2.166 -0.4327 0.0706 -0.1318
O -0.940 -0.790 1.366 0.2367 -0.4752 0.0207
H -3.206 2.258 1.955 0.2134 -0.0867 -0.2616
H -2.310 1.857 0.708 -0.2491 0.0474 -0.1528
O -2.433 1.762 1.658 0.1057 -0.0848 0.4804
H -0.186 1.537 2.263 -0.3188 0.1269 0.2590
H 1.150 1.289 2.970 -0.6449 0.6380 -0.4164
O 0.694 1.916 2.367 0.6727 -0.1877 -0.2638
H -0.723 3.232 -3.116 -0.1563 0.1204 0.4363
H -1.054 3.447 -1.578 0.0756 -0.0769 -0.6364
O -0.360 3.223 -2.219 0.1954 -0.0602 0.2024
H 1.644 -0.797 2.890 -0.3204 -0.0343 0.0055
H 0.744 -1.179 4.032 -0.1903 0.3155 0.0764
O 0.820 -0.508 3.336 0.8268 -0.8013 0.6407
```
Forces are in eV/Å.

Properties
LUMO level: -2.499 eV
total charge: +1
ΔE to the lowest compared entry with this formula, charge and spin: 17.58 kcal/mol
maximum force: 3.0 eV Å⁻¹

This record from the OMol25 dataset describes a 3-piece molecular cluster, C18H24BF7N3O9 overall in a non-equilibrium geometry. The level of theory is ωB97M-V/def2-TZVPD.

Structure (XYZ):
```
62
Properties=species:S:1:pos:R:3:forces:R:3
N -1.102 -3.685 0.619 -0.6510 -3.9797 -0.6747
C -0.874 -2.624 0.908 0.9120 4.0333 0.5576
O -0.616 -1.377 1.136 -0.4442 -1.0245 -0.2099
C -1.757 -0.517 0.741 -0.3834 0.6848 -1.2426
O -2.751 -1.103 0.041 0.9826 -1.0330 0.2879
B -3.504 0.027 -0.606 -0.5176 0.6236 -0.4011
C -4.153 -0.253 -2.079 -0.4706 -0.4466 0.2131
C -5.694 -0.288 -2.134 -0.3797 -0.5557 -0.0802
N -6.289 -1.130 -1.050 0.4122 -0.0916 -0.5229
O -2.418 1.043 -0.831 0.6589 -0.2153 0.5909
C -1.221 0.608 -0.244 -1.7499 1.5320 0.9768
C -0.765 1.817 0.630 0.7909 0.1772 0.1685
C -0.729 3.152 -0.091 -0.6698 -0.1995 -0.2743
N 0.307 3.859 -0.229 0.4836 0.0337 0.0411
C -0.333 0.153 -1.477 -0.4747 0.8065 1.3289
F -0.817 0.767 -2.568 0.3339 0.1712 -0.3724
F -0.486 -1.168 -1.711 0.4445 -0.3216 0.2448
C 1.181 0.532 -1.419 -0.4494 -2.2930 -1.8801
F 1.735 0.369 -0.217 -0.0122 0.4428 0.4715
F 1.350 1.748 -1.923 0.2284 0.6179 0.5108
C 1.982 -0.426 -2.389 1.1495 1.7312 0.7032
F 3.192 0.162 -2.571 0.2858 0.0539 0.0458
F 1.450 -0.507 -3.584 -0.6376 -0.5475 -0.4808
F 2.238 -1.602 -1.858 -0.4303 -0.7994 0.0264
H -2.139 -0.156 1.717 0.4345 0.4230 -0.3945
H -4.283 0.411 0.247 -0.2491 0.3353 -0.0177
H -3.716 -1.200 -2.468 -0.3710 0.2898 0.0419
H -3.822 0.539 -2.776 0.0112 -0.2380 0.3144
H -6.140 0.718 -2.033 0.3774 -0.2635 -0.0366
H -6.042 -0.715 -3.102 0.2444 0.4974 0.1154
H -7.259 -1.326 -1.296 0.1802 0.0018 0.0814
H -5.798 -2.022 -1.120 -0.1991 0.0804 0.2963
H 0.175 1.628 1.183 -0.1974 0.2018 -0.4637
H -1.536 1.923 1.413 0.0792 -0.1861 -0.4352
H -1.678 3.530 -0.509 0.1061 -0.6140 0.2641
H 0.052 4.704 -0.745 0.1757 -0.0216 0.1650
C 1.185 -5.686 0.264 -0.0245 -0.2389 0.2466
C 2.360 -6.634 0.246 -0.6373 0.6780 -0.1112
C 2.318 -7.661 -0.852 0.1930 -0.0019 -0.3266
O 3.104 -8.723 -0.297 -0.0277 -0.0231 0.2898
C 2.987 -8.635 1.057 -0.0538 -0.0006 0.1975
O 3.364 -9.465 1.821 -0.0178 0.0478 -0.1228
O 2.378 -7.473 1.414 0.3712 -0.4742 -0.2053
H 1.133 -5.153 1.212 0.0734 0.0886 -0.0976
H 1.263 -4.957 -0.544 0.0017 0.0021 0.0426
H 0.241 -6.222 0.154 0.0256 0.0242 -0.0197
H 3.297 -6.069 0.230 0.0547 -0.1256 -0.0347
H 2.752 -7.305 -1.785 0.1337 -0.1575 0.0494
H 1.313 -8.043 -1.046 -0.0421 0.1458 0.0948
C 4.230 6.711 2.941 0.0383 0.3505 -0.0119
C 2.765 6.360 2.841 0.7058 0.0701 0.0310
C 2.369 5.677 1.560 -0.0243 -0.5533 -0.0517
O 0.988 6.025 1.454 -0.0341 0.5832 0.3044
C 0.826 7.212 2.095 -0.1211 0.0112 -0.1159
O -0.158 7.879 2.048 0.1315 -0.0385 0.0206
O 1.949 7.539 2.798 -0.3775 -0.1328 -0.1283
H 4.399 7.423 3.750 -0.0165 -0.1296 0.0747
H 4.829 5.818 3.125 -0.0624 -0.0091 0.0075
H 4.586 7.183 2.023 -0.0661 -0.0515 -0.0240
H 2.458 5.778 3.716 -0.0689 -0.0405 -0.0744
H 2.493 4.597 1.596 -0.2643 0.0121 -0.1137
H 2.889 6.068 0.682 0.1056 0.0562 0.1194
```
Forces are in eV/Å.

Properties
LUMO level: 2.228 eV
total charge: -1
maximum force: 4.2 eV Å⁻¹

This record from the OMol25 dataset describes C5H9N4O3 as an isolated structure in a non-equilibrium geometry. The level of theory is ωB97M-V/def2-TZVPD.

Structure (XYZ):
```
21
Properties=species:S:1:pos:R:3:forces:R:3
C -0.374 0.358 -0.343 2.7785 -1.8603 -1.7314
C 0.899 -1.038 0.058 -3.9685 1.3305 -0.4151
C -0.213 0.993 -1.617 0.2910 -2.2357 4.0862
C -1.008 -1.008 1.420 -0.2282 1.1521 0.7893
C -0.833 1.516 1.747 -1.4722 -0.2894 0.0789
N 0.152 -1.731 0.870 0.4829 3.9593 -1.1678
N 0.806 0.757 -2.430 -0.5377 0.8319 -0.4603
N 2.029 -1.783 -0.493 1.4836 0.9654 0.3191
N -1.050 0.336 0.826 0.6049 0.5030 -0.4473
O -1.013 1.881 -2.078 -0.9850 1.8345 -2.0695
O 2.580 -1.301 -1.467 -0.5429 -0.5010 -0.0562
O 2.460 -2.666 0.208 -0.1454 -0.5619 -0.2023
H -1.873 -1.614 1.319 -0.9464 -0.5128 -0.7923
H -0.945 -0.856 2.497 0.5038 -0.1474 0.1175
H -0.142 1.208 2.556 -0.6879 0.2457 -0.0056
H -0.296 2.294 1.175 -0.6125 -0.2926 0.2299
H -1.910 1.857 2.081 2.5125 -0.4657 -0.2626
H 0.380 -2.625 1.131 0.7045 -2.7570 0.9992
H 1.482 0.051 -2.363 0.8265 -1.0795 0.7666
H 0.735 1.178 -3.324 -0.0766 0.5332 -0.7225
H -1.866 2.194 -1.772 0.0149 -0.6522 0.9463
```
Forces are in eV/Å.

Properties
LUMO level (alpha / beta): -5.687 / -5.690 eV
total charge: +1
ΔE to the lowest compared entry with this formula, charge and spin: 122.83 kcal/mol
maximum force: 4.7 eV Å⁻¹

DFT total energy list, top to bottom, in eV: -6151.0215 -20502.6096 -26443.6755 -23909.4445 -61654.2074 -17420.2508